Entry 1:
The following is a DFT calculation (ωB97M-V/def2-TZVPD) of a cluster of 5 separate species, C27H54BN2O9P in total in a non-equilibrium geometry.

Positions of all 94 atoms, in Å:
C 3.80410 1.77223 -1.48741
C 3.20408 0.50811 -0.85051
B 1.72719 0.68492 -0.32899
O 1.27790 1.99490 -0.14135
C 0.70748 -0.51769 0.01850
C 1.62296 -1.70055 0.48882
C 1.04176 -2.73523 1.48514
C 1.56140 -2.49872 2.92284
C 1.50353 -4.14294 1.03319
C 0.04911 -0.07899 1.32730
O 0.60035 0.42725 2.28275
N -1.33912 -0.39913 1.27387
C -1.67016 -0.28654 -0.14766
C -1.98006 1.21560 -0.34811
P -3.32398 -1.17163 -0.27382
O -4.19910 -0.46088 0.93290
O -3.94993 -0.35430 -1.53563
C -0.44823 -0.85559 -0.99276
C -0.60302 -2.37007 -1.18060
C -1.49039 -2.81538 -2.32592
O -1.43079 -3.95118 -2.77743
C -0.52202 -0.08130 -2.32826
N 0.16584 -0.62202 -3.48798
C 1.52784 -1.07212 -3.33405
H 3.22256 2.12380 -2.33600
H 3.81675 2.54468 -0.72662
H 4.84161 1.59625 -1.74793
H 3.34840 -0.37195 -1.47006
H 3.79913 0.32264 0.05168
H 1.11054 2.40334 -0.99397
H 1.98312 -2.20104 -0.40630
H 2.51489 -1.29538 0.95618
H -0.04080 -2.77869 1.47318
H 2.13606 -3.34833 3.27410
H 0.73093 -2.35258 3.60876
H 2.19497 -1.62035 2.98007
H 1.56925 -4.21582 -0.05072
H 0.82704 -4.91984 1.37209
H 2.50260 -4.35312 1.40655
H -1.60668 -1.25555 1.74187
H -2.80629 1.45549 0.31539
H -2.32482 1.46590 -1.34384
H -1.15289 1.85770 -0.05619
H -3.88306 -0.79180 1.77713
H -4.86624 -0.60842 -1.66662
H 0.34521 -2.86932 -1.33454
H -1.06648 -2.78171 -0.28781
H -2.22243 -2.08935 -2.72453
H -1.57316 -0.05224 -2.60076
H -0.23567 0.96226 -2.21218
H -0.40573 -1.24318 -4.03251
H 2.18418 -0.21079 -3.24516
H 1.69809 -1.78043 -2.52064
H 1.82830 -1.57137 -4.25248
C -1.62019 -8.02470 -0.16340
C -0.60849 -7.99335 0.95595
O -0.45299 -7.00994 1.63996
C 0.20166 -9.24727 1.17995
H -2.13072 -7.06646 -0.21934
H -1.12073 -8.21777 -1.11384
H -2.35370 -8.81197 0.01762
H 0.77240 -9.48854 0.28204
H -0.45957 -10.08285 1.41404
H 0.88839 -9.09267 2.00854
C 4.71271 5.42536 -2.98473
C 5.77235 5.29547 -1.91637
O 5.86282 4.30343 -1.23488
C 6.71107 6.46547 -1.74234
H 4.10842 4.52163 -3.00620
H 4.07000 6.28115 -2.77266
H 5.17990 5.56694 -3.96047
H 6.14711 7.36225 -1.48147
H 7.25723 6.64825 -2.66898
H 7.41989 6.24622 -0.94777
C -7.20501 4.29622 0.03951
C -6.06067 3.38893 -0.34794
O -5.37543 3.61756 -1.31673
C -5.81257 2.18534 0.52827
H -7.27401 5.11822 -0.66904
H -8.14291 3.73860 0.03339
H -7.03921 4.69892 1.03978
H -6.69419 1.54157 0.53814
H -5.59146 2.50564 1.54801
H -4.97099 1.62758 0.14483
C 0.21692 5.02014 4.85846
C -0.85635 4.21808 4.15914
O -2.01984 4.31803 4.47325
C -0.40200 3.29326 3.06020
H -0.23660 5.64336 5.62573
H 0.94106 4.34944 5.32309
H 0.73524 5.65666 4.13982
H 0.29537 2.55392 3.45127
H 0.09146 3.86256 2.27028
H -1.26249 2.77571 2.64190

The LUMO energy comes out at 0.461 eV.

Entry 2:
The following is a DFT calculation (ωB97M-V/def2-TZVPD) of a structure of composition C36H26Br2F3FeN3O5SSb in a non-equilibrium geometry.

Positions of all 78 atoms, in Å:
Fe 1.00263 -1.32252 0.10065
O 0.62640 0.29236 1.53577
N 1.42879 1.11141 2.20706
C 1.41542 0.98886 3.55176
C 2.12062 1.82648 4.37093
C 2.86732 2.85627 3.78681
C 2.90729 2.96104 2.42126
C 2.21130 2.06921 1.56904
S 2.33059 2.15412 -0.10449
H 0.79500 0.18210 3.91382
H 2.09150 1.67597 5.44020
H 3.41445 3.55605 4.40596
H 3.47809 3.73761 1.93496
C -2.99529 -3.26281 -0.32915
C -2.11788 -2.04624 -0.61529
O -2.63677 -1.09662 -1.23353
O -0.92229 -2.10702 -0.22103
H -4.01803 -2.93338 -0.15256
H -2.61445 -3.81553 0.52726
H -2.97745 -3.90995 -1.20690
Br 3.82444 -7.62692 -3.38436
C 3.32452 -6.83976 -1.70529
C 3.44316 -7.62852 -0.56365
N 3.10856 -7.13161 0.67008
C 2.66961 -5.89220 0.73829
C 2.52088 -5.02752 -0.36311
C 2.87624 -5.54754 -1.65930
C 2.02331 -3.66760 -0.22135
O 1.83096 -3.16474 0.94755
O 1.80048 -2.96356 -1.26408
H 3.79376 -8.65283 -0.60239
H 2.40137 -5.53321 1.72772
H 2.78191 -4.91656 -2.53046
F -0.66351 7.41478 0.54409
C -0.90681 6.09571 0.31120
C -0.76737 5.19551 1.34621
C -1.01978 3.85445 1.09512
C -1.40007 3.40186 -0.16621
C -1.51300 4.34659 -1.18276
C -1.28089 5.69802 -0.95401
Sb -1.48070 1.23847 -0.62286
C -3.04292 0.96880 0.86191
C -4.36132 0.66600 0.53470
C -5.29243 0.35899 1.51804
C -4.89073 0.37370 2.83783
F -5.79946 0.07619 3.80554
C -3.59408 0.65760 3.20634
C -2.67186 0.93488 2.20379
C -2.73390 1.54502 -2.40299
C -2.26492 0.86289 -3.52516
C -2.97467 0.83811 -4.71604
C -4.17829 1.51043 -4.77189
F -4.89227 1.49376 -5.92840
C -4.68136 2.20193 -3.69130
C -3.94698 2.21376 -2.50942
H -0.45181 5.53887 2.32379
H -0.90820 3.15014 1.91253
H -1.79058 4.02304 -2.17984
H -1.37506 6.43233 -1.74455
H -4.65662 0.63614 -0.50498
H -6.31353 0.09573 1.27179
H -3.31178 0.64756 4.25135
H -1.63417 1.09221 2.47349
H -1.33266 0.31324 -3.45387
H -2.61383 0.29742 -5.58149
H -5.63064 2.71570 -3.77908
H -4.33970 2.76158 -1.65908
Br 7.88433 -0.80890 -0.69838
C 5.99418 -0.73166 -0.53909
C 5.19270 -0.98343 -1.63928
C 3.82380 -0.94445 -1.46178
N 3.24205 -0.69531 -0.29056
C 4.03399 -0.46360 0.75410
C 5.41255 -0.45674 0.68685
H 5.62623 -1.21787 -2.60013
H 3.14985 -1.13920 -2.28484
H 3.53357 -0.27537 1.69667
H 6.01625 -0.25974 1.56042

The spin multiplicity is 6. The calculation puts the energy above the lowest of the compared OMol25 structures with the same formula, charge and spin at 1.5234 eV. The LUMO energy (spin up / spin down) comes out at 3.618 / 3.617 eV. The charge is -2. As for the expectation value of S²: 8.775.

Entry 3:
The following is a DFT calculation (ωB97M-V/def2-TZVPD) of a structure of composition C16H44F2K2NO28P4S4 in a non-equilibrium geometry.

Positions of all 101 atoms, in Å:
K -1.04296 0.00896 -6.19795
K 2.68533 2.56662 -3.14114
N -0.96820 0.49736 -1.66436
S -1.16447 -0.97202 -0.85262
O -1.87677 -2.02994 -1.56472
O -1.15827 -0.94083 0.61174
F 0.38015 -1.44611 -1.09269
S -1.99060 1.23222 -0.90918
O -1.67664 1.82816 0.40898
O -3.34261 0.88681 -1.29448
F -1.70776 2.59224 -1.75655
C -5.43848 7.52786 -4.21106
O -5.57364 8.51963 -3.25264
P -7.09603 8.94085 -2.92380
O -7.18448 10.10403 -2.06737
O -7.83832 7.61942 -2.37541
C -7.48487 7.26229 -1.05475
O -7.71386 9.18396 -4.44459
C -7.10428 10.10808 -5.30539
H -6.23927 7.30943 -4.91755
H -5.16928 6.57481 -3.75573
H -4.56502 7.80058 -4.80334
H -8.33186 6.75697 -0.59068
H -7.28479 8.07490 -0.35639
H -6.54484 6.71074 -1.03939
H -6.63238 9.65297 -6.17619
H -6.28987 10.70007 -4.88779
H -7.80319 10.86078 -5.67014
C 1.23581 6.93530 2.04204
O 2.16877 7.79057 1.42740
P 2.50740 7.57953 -0.14845
O 3.23751 6.29352 -0.52310
O 1.06981 7.68943 -0.96845
C 0.21750 8.78774 -0.83695
O 3.35205 8.89722 -0.51043
C 4.07372 8.96155 -1.76405
H 1.10815 7.18687 3.09490
H 1.67781 5.94103 1.97753
H 0.31753 6.90331 1.45564
H -0.05370 9.14333 -1.83100
H 0.65557 9.65639 -0.34539
H -0.75197 8.61078 -0.37120
H 5.11110 8.72111 -1.53138
H 3.99912 9.92827 -2.26205
H 3.76465 8.26119 -2.53998
C 2.21432 -7.93242 -3.19887
O 3.27519 -8.55137 -2.44997
P 3.93713 -9.99444 -2.74101
O 4.63744 -10.04494 -4.05823
O 4.97403 -10.19167 -1.48616
C 6.00453 -11.17704 -1.62838
O 2.79010 -11.07655 -2.39653
C 2.06910 -10.95318 -1.16491
H 1.66004 -8.63879 -3.81687
H 2.69184 -7.11507 -3.73926
H 1.46998 -7.38584 -2.61981
H 5.63939 -11.81327 -2.43460
H 6.17445 -11.82181 -0.76612
H 6.95858 -10.72198 -1.89446
H 1.16827 -10.39284 -1.41514
H 2.59982 -10.34580 -0.43176
H 1.93833 -11.87253 -0.59413
C 8.98894 -0.61795 2.65962
O 7.90937 -0.17806 1.84958
P 6.58858 -1.07267 1.57640
O 5.65621 -0.51011 0.59864
O 7.23015 -2.51932 1.15594
C 6.40665 -3.55319 0.77662
O 6.01981 -1.27950 3.11286
C 4.63124 -1.39727 3.38951
H 8.91761 -1.63128 3.05480
H 8.92006 0.05679 3.51288
H 10.02305 -0.54081 2.32382
H 6.25125 -4.19437 1.64428
H 6.93309 -4.11768 0.00700
H 5.42629 -3.26924 0.39404
H 4.04187 -0.49958 3.57630
H 4.53459 -2.04392 4.26164
H 4.20099 -1.74461 2.45019
C -3.58711 -1.65722 6.34037
C -3.23098 -0.19244 6.28818
O -3.70189 0.22747 5.04551
S -5.11005 -0.53665 4.60310
O -5.08937 -0.95790 3.15695
O -6.27926 0.16667 5.09291
O -4.73560 -1.80886 5.50600
H -3.85849 -2.10120 7.29815
H -2.78321 -2.28751 5.96012
H -2.15499 -0.01960 6.31046
H -3.57824 0.50188 7.05331
C -3.61930 -7.47078 0.54129
C -4.38261 -6.50748 1.43949
O -3.63430 -6.52202 2.62679
S -2.05435 -7.04884 2.54787
O -1.85538 -8.30109 3.33124
O -1.06012 -6.01645 2.63237
O -2.25772 -7.42262 0.91122
H -3.80021 -7.32897 -0.52419
H -3.84186 -8.51807 0.74568
H -5.44115 -6.74028 1.55523
H -4.35971 -5.53376 0.95015

The LUMO energy comes out at -5.079 eV. The charge is +1.